i:
DFT (the ωB97M-V functional and the def2-TZVPD basis) results for C16H21N3O4 in the gas phase.

Last column: natural (NBO) charge in e.
Geometry (Å):
1 C -3.577 -3.036 0.364  -0.236
2 H -3.756 -2.600 1.348  0.191
3 O -2.306 -2.687 -0.139  -0.496
4 C -1.911 -1.394 -0.279  0.288
5 C -0.608 -1.272 -0.763  -0.239
6 C -0.040 -0.031 -0.980  -0.121
7 C -0.783 1.113 -0.708  -0.300
8 C -2.066 1.020 -0.199  0.324
9 C -2.661 -0.243 0.006  0.171
10 O -3.932 -0.384 0.510  -0.519
11 C -4.957 0.449 0.004  -0.242
12 H -4.844 0.613 -1.070  0.176
13 H -4.981 1.413 0.515  0.193
14 H -5.888 -0.087 0.194  0.185
15 O -2.814 2.111 0.145  -0.519
16 C -2.255 3.389 -0.037  -0.250
17 H -3.016 4.090 0.305  0.199
18 H -2.029 3.584 -1.089  0.182
19 H -1.348 3.519 0.561  0.179
20 H -0.312 2.064 -0.886  0.242
21 C 1.346 0.175 -1.478  0.680
22 O 1.710 1.219 -1.992  -0.646
23 N 2.188 -0.874 -1.308  -0.616
24 H 1.874 -1.673 -0.782  0.400
25 C 3.584 -0.800 -1.657  -0.229
26 H 3.832 -1.618 -2.343  0.196
27 H 3.717 0.151 -2.179  0.236
28 C 4.507 -0.871 -0.438  -0.408
29 H 4.342 -1.812 0.090  0.199
30 H 5.540 -0.859 -0.788  0.220
31 C 4.313 0.300 0.532  -0.206
32 N 3.054 0.245 1.228  -0.348
33 C 2.578 -0.772 1.986  0.142
34 N 1.398 -0.514 2.477  -0.454
35 C 1.081 0.728 2.029  -0.097
36 C 2.094 1.216 1.255  -0.102
37 H 2.208 2.139 0.725  0.226
38 H 0.148 1.184 2.290  0.208
39 H 3.126 -1.675 2.170  0.191
40 H 5.128 0.293 1.267  0.205
41 H 4.350 1.242 -0.019  0.219
42 H -0.099 -2.195 -0.990  0.216
43 H -4.378 -2.738 -0.317  0.175
44 H -3.558 -4.124 0.441  0.186

Calculated values
orbital gap	0.3251	Ha
LUMO level	0.77	eV
E_HOMO	-8.078	eV
SMILES string	COc1cc(C(=O)NCCCn2ccnc2)cc(OC)c1OC



ii:
DFT (the ωB97M-V functional and the def2-TZVPD basis) results for C16H21N3O4 in the gas phase.

Last column: natural (NBO) charge in e.
Geometry (Å):
1 N 2.201 -0.295 -0.385  -0.812
2 C 1.293 -0.884 -1.203  0.388
3 N 0.268 -0.314 -1.712  -0.205
4 O 0.070 1.030 -1.314  -0.425
5 C -1.077 1.569 -1.781  0.798
6 O -1.855 1.005 -2.495  -0.560
7 C -1.200 3.001 -1.307  -0.505
8 H -0.443 3.573 -1.850  0.236
9 H -2.184 3.362 -1.608  0.232
10 C -0.987 3.199 0.197  -0.394
11 H -0.066 2.700 0.494  0.204
12 H -0.854 4.269 0.376  0.211
13 C -2.163 2.719 1.056  -0.214
14 C -2.335 1.197 1.076  -0.407
15 C -1.212 0.494 1.833  -0.401
16 C -1.116 1.021 3.261  -0.397
17 C -0.910 2.532 3.260  -0.399
18 C -2.036 3.226 2.499  -0.392
19 H -1.873 4.306 2.499  0.203
20 H -2.978 3.035 3.019  0.200
21 H 0.052 2.772 2.802  0.190
22 H -0.885 2.902 4.287  0.209
23 H -0.294 0.531 3.788  0.204
24 H -2.041 0.785 3.793  0.193
25 H -0.262 0.651 1.320  0.187
26 H -1.403 -0.582 1.844  0.211
27 H -2.399 0.811 0.059  0.216
28 H -3.284 0.967 1.568  0.204
29 H -3.074 3.155 0.627  0.204
30 C 1.494 -2.289 -1.602  -0.111
31 C 2.736 -2.900 -1.498  -0.132
32 C 2.877 -4.226 -1.886  0.002
33 C 1.806 -4.956 -2.383  -0.169
34 C 0.573 -4.337 -2.496  -0.210
35 C 0.416 -3.018 -2.110  -0.121
36 H -0.535 -2.519 -2.198  0.253
37 H -0.269 -4.887 -2.886  0.227
38 H 1.956 -5.985 -2.673  0.251
39 N 4.172 -4.853 -1.765  0.529
40 O 5.063 -4.204 -1.258  -0.381
41 O 4.288 -5.988 -2.170  -0.369
42 H 3.612 -2.374 -1.150  0.238
43 H 2.850 -0.843 0.148  0.402
44 H 2.008 0.642 -0.074  0.412

Calculated values
orbital gap	0.3164	Ha
LUMO level	-0.69	eV
E_HOMO	-9.303	eV
SMILES string	N/C(=N\OC(=O)CCC1CCCCC1)c1cccc([N+](=O)[O-])c1



Stability summary: most stable i, least stable ii.



i:
DFT (the ωB97M-V functional and the def2-TZVPD basis) results for C4H13N2S in the gas phase.

Last column: Mulliken spin population.
Geometry (Å):
1 N 0.039 1.996 -0.355  1.457
2 C -0.120 0.487 0.043  1.009
3 C 1.226 -0.175 0.245  -0.072
4 C 0.988 -1.438 1.015  -0.033
5 S 2.391 -2.542 0.892  0.014
6 C -1.121 -0.306 -0.905  -0.178
7 N -2.273 0.590 -0.797  -0.029
8 H 0.596 2.519 0.284  -0.564
9 H -0.950 2.356 -0.482  -0.365
10 H 0.393 2.123 -1.387  -0.665
11 H -0.626 0.551 1.008  0.492
12 H 1.883 0.599 0.770  -0.045
13 H 1.748 -0.363 -0.741  0.041
14 H 0.156 -1.960 0.457  -0.016
15 H 0.567 -1.362 2.084  -0.017
16 H 2.996 -2.221 1.980  0.000
17 H -0.830 -0.370 -1.830  0.009
18 H -1.230 -1.280 -0.540  0.032
19 H -2.893 0.506 -1.691  -0.040
20 H -2.941 0.291 -0.051  -0.029

Calculated values
orbital gap (alpha / beta)	0.1460 / 0.3647	Ha
⟨S²⟩	0.75
LUMO level (alpha / beta)	0.69 / 0.54	eV
2S+1	2
E_HOMO (alpha / beta)	-3.287 / -9.386	eV



ii:
DFT (the ωB97M-V functional and the def2-TZVPD basis) results for 2 unconnected molecules or ions with the total composition C4H13N2S.

Last column: Mulliken spin population.
Geometry (Å):
1 N -1.104 1.160 -2.029  0.011
2 C -0.191 2.170 -1.494  -0.003
3 N -0.621 2.917 -0.297  0.016
4 H -1.301 0.529 -1.248  -0.011
5 H -2.010 1.559 -2.261  0.000
6 H 0.729 1.670 -1.198  0.002
7 H 0.030 2.858 -2.308  0.002
8 H -1.533 3.344 -0.454  -0.002
9 H -0.856 2.204 0.403  0.009
10 C 0.498 -2.970 0.953  0.008
11 C 1.091 -1.627 0.564  0.005
12 C 0.560 -0.454 1.388  -0.040
13 S -1.223 -0.226 1.180  0.961
14 H 0.641 -3.148 2.020  -0.001
15 H 0.946 -3.779 0.378  0.000
16 H -0.569 -3.018 0.726  -0.007
17 H 2.180 -1.652 0.670  0.001
18 H 0.895 -1.426 -0.494  0.001
19 H 1.015 0.487 1.063  0.038
20 H 0.823 -0.599 2.437  0.008

Calculated values
orbital gap (alpha / beta)	0.3658 / 0.2502	Ha
⟨S²⟩	0.75
LUMO level (alpha / beta)	0.82 / -2.27	eV
2S+1	2
E_HOMO (alpha / beta)	-9.134 / -9.075	eV



iii:
DFT (the ωB97M-V functional and the def2-TZVPD basis) results for a molecular structure, C4H13N2S.

Last column: Mulliken spin population.
Geometry (Å):
1 C 0.592 -2.651 -1.014  0.017
2 C -1.423 -1.481 -1.410  0.687
3 N -0.504 -1.847 -0.513  0.281
4 H 1.336 -2.786 -0.223  0.003
5 H 1.068 -2.216 -1.901  0.004
6 H 0.230 -3.657 -1.261  -0.007
7 H -2.224 -0.807 -1.104  -0.006
8 H -1.273 -1.598 -2.491  0.037
9 C 0.384 0.968 0.436  0.027
10 C 0.135 2.424 0.899  -0.006
11 S 1.655 3.293 0.425  0.000
12 N -0.341 -0.029 1.243  0.009
13 H 1.441 0.745 0.560  0.002
14 H 0.100 0.860 -0.603  -0.006
15 H -0.072 2.485 1.973  -0.001
16 H -0.728 2.831 0.377  0.000
17 H 1.165 4.539 0.573  0.000
18 H -0.370 -1.056 0.525  -0.047
19 H -1.311 0.221 1.400  0.004
20 H 0.140 -0.238 2.109  0.002

Calculated values
orbital gap (alpha / beta)	0.1824 / 0.3358	Ha
⟨S²⟩	0.75
LUMO level (alpha / beta)	0.49 / 0.48	eV
2S+1	2
E_HOMO (alpha / beta)	-4.469 / -8.662	eV



Stability summary: most stable ii, least stable i.



i:
DFT (the ωB97M-V functional and the def2-TZVPD basis) results for C15H17NO4 in the gas phase.

Last column: natural (NBO) charge in e.
Geometry (Å):
1 C -3.784 -0.652 -1.862  -0.609
2 C -5.034 -1.046 -1.083  -0.391
3 C -5.207 -0.276 0.227  -0.418
4 C -4.105 -0.528 1.255  -0.083
5 H -3.759 -1.566 1.222  0.214
6 H -4.470 -0.304 2.263  0.187
7 O -2.991 0.337 1.024  -0.526
8 C -1.776 -0.230 0.905  0.902
9 O -1.547 -1.406 0.996  -0.628
10 N -0.866 0.764 0.664  -0.612
11 C 0.507 0.662 0.486  0.196
12 C 1.178 -0.550 0.510  -0.314
13 C 2.557 -0.581 0.324  0.433
14 C 3.290 0.600 0.111  -0.208
15 C 2.588 1.812 0.090  -0.144
16 C 1.228 1.845 0.272  -0.272
17 H 0.705 2.790 0.253  0.210
18 H 3.123 2.733 -0.071  0.217
19 C 4.717 0.485 -0.070  0.109
20 C 5.271 -0.747 -0.028  -0.349
21 C 4.497 -1.953 0.191  0.738
22 O 4.948 -3.070 0.236  -0.562
23 O 3.146 -1.793 0.360  -0.470
24 H 6.331 -0.899 -0.156  0.230
25 C 5.544 1.708 -0.297  -0.649
26 H 6.591 1.441 -0.414  0.227
27 H 5.449 2.391 0.545  0.227
28 H 5.213 2.227 -1.195  0.227
29 H 0.651 -1.475 0.672  0.268
30 H -1.257 1.696 0.624  0.412
31 H -6.158 -0.565 0.679  0.213
32 H -5.244 0.796 0.024  0.206
33 H -5.914 -0.859 -1.703  0.202
34 H -5.002 -2.116 -0.867  0.198
35 H -2.884 -0.976 -1.346  0.205
36 H -3.792 -1.121 -2.843  0.212
37 H -3.741 0.427 -1.996  0.199

Calculated values
orbital gap	0.3155	Ha
LUMO level	0.18	eV
E_HOMO	-8.409	eV
SMILES string	CCCCOC(=O)Nc1ccc2c(C)cc(=O)oc2c1



ii:
DFT (the ωB97M-V functional and the def2-TZVPD basis) results for C15H17NO4 in the gas phase.

Last column: natural (NBO) charge in e.
Geometry (Å):
1 C 5.772 1.528 1.059  -0.593
2 H 6.665 2.147 1.016  0.209
3 H 4.959 2.120 1.473  0.210
4 H 5.961 0.690 1.726  0.202
5 C 5.403 1.026 -0.339  -0.417
6 C 4.166 0.178 -0.278  -0.021
7 C 2.911 0.745 -0.392  -0.148
8 C 1.751 -0.023 -0.296  -0.184
9 C 1.868 -1.401 -0.074  0.234
10 C 3.132 -1.981 0.044  -0.264
11 C 4.260 -1.197 -0.055  -0.170
12 H 5.234 -1.654 0.037  0.213
13 H 3.216 -3.045 0.215  0.209
14 N 0.729 -2.168 0.022  -0.543
15 C -0.498 -1.622 -0.070  0.128
16 C -0.700 -0.292 -0.272  -0.335
17 C 0.431 0.631 -0.433  0.525
18 O 0.324 1.816 -0.681  -0.557
19 C -2.079 0.235 -0.323  0.782
20 O -2.426 1.349 -0.041  -0.563
21 O -2.948 -0.725 -0.733  -0.526
22 C -4.313 -0.335 -0.813  -0.104
23 C -4.977 -0.372 0.574  -0.085
24 O -6.373 -0.241 0.524  -0.532
25 C -6.830 1.057 0.222  -0.251
26 H -6.352 1.803 0.866  0.171
27 H -6.647 1.322 -0.824  0.165
28 H -7.903 1.051 0.406  0.193
29 H -4.789 -1.348 1.030  0.184
30 H -4.532 0.412 1.203  0.180
31 H -4.372 0.672 -1.237  0.199
32 H -4.793 -1.055 -1.479  0.193
33 H -1.335 -2.296 0.039  0.229
34 H 0.832 -3.160 0.185  0.410
35 H 2.791 1.804 -0.564  0.239
36 H 5.229 1.882 -0.993  0.213
37 H 6.233 0.445 -0.745  0.206

Calculated values
orbital gap	0.3253	Ha
LUMO level	0.37	eV
E_HOMO	-8.484	eV
SMILES string	CCc1ccc2[nH]cc(C(=O)OCCOC)c(=O)c2c1



Stability summary: most stable i, least stable ii.



i:
DFT (the ωB97M-V functional and the def2-TZVPD basis) results for a gas-phase ion, CH6N3 (charge +1).

Last column: natural (NBO) charge in e.
Geometry (Å):
1 C -0.569 0.319 -0.282  0.347
2 N 0.629 -0.463 0.090  -0.344
3 N -1.833 -0.033 0.122  -0.704
4 N 1.779 0.182 0.265  -0.602
5 H -0.329 1.300 -0.695  0.234
6 H 0.650 -1.341 0.609  0.432
7 H -2.008 -0.983 0.347  0.435
8 H -2.515 0.635 -0.134  0.438
9 H 2.607 -0.182 -0.167  0.390
10 H 1.746 1.177 -0.023  0.374

Calculated values
orbital gap	0.3276	Ha
LUMO level	-4.93	eV
net charge	+1
E_HOMO	-13.845	eV
SMILES string	NNC=[NH2+]



ii:
DFT (the ωB97M-V functional and the def2-TZVPD basis) results for 2 unconnected molecules or ions with the total composition CH6N3.

Last column: natural (NBO) charge in e.
Geometry (Å):
1 C 2.074 0.412 -0.122  0.051
2 N 0.969 -0.086 0.472  -0.502
3 N -0.894 -0.845 0.540  -0.066
4 N -1.814 -0.150 -0.136  -0.624
5 H 1.904 1.170 -0.832  0.193
6 H 3.104 0.034 0.027  0.227
7 H 1.064 -0.584 1.312  0.391
8 H -2.185 0.675 0.394  0.422
9 H -2.642 -0.743 -0.481  0.474
10 H -1.580 0.116 -1.173  0.436

Calculated values
orbital gap (alpha / beta)	0.3155 / 0.3191	Ha
LUMO level (alpha / beta)	-5.86 / -5.72	eV
net charge	+1
E_HOMO (alpha / beta)	-14.449 / -14.401	eV



iii:
DFT (the ωB97M-V functional and the def2-TZVPD basis) results for 2 unconnected molecules or ions with the total composition CH6N3.

Last column: natural (NBO) charge in e.
Geometry (Å):
1 C 0.374 -0.164 0.239  0.292
2 N -0.479 0.585 -0.308  -0.278
3 N 2.337 0.279 -0.046  -0.811
4 N -1.846 0.195 -0.015  -0.540
5 H 0.595 -1.028 0.770  0.228
6 H 3.029 -0.487 0.223  0.385
7 H 2.500 0.552 -1.038  0.380
8 H -2.080 -0.580 -0.607  0.438
9 H -2.545 0.919 -0.172  0.463
10 H -1.884 -0.272 0.954  0.442

Calculated values
orbital gap (alpha / beta)	0.3336 / 0.3336	Ha
LUMO level (alpha / beta)	-4.79 / -4.79	eV
net charge	+1
E_HOMO (alpha / beta)	-13.862 / -13.863	eV



Stability summary: most stable i, least stable ii.



i:
DFT (the ωB97M-V functional and the def2-TZVPD basis) results for C22H30N2O in the gas phase.

Last column: natural (NBO) charge in e.
Geometry (Å):
1 O 1.920 4.045 -1.344  -0.717
2 C 1.524 3.854 -2.681  -0.054
3 C 0.455 2.774 -2.871  -0.438
4 H -0.364 2.971 -2.175  0.189
5 H 0.070 2.859 -3.889  0.224
6 C 0.986 1.352 -2.683  -0.034
7 N 0.125 0.350 -3.299  -0.447
8 C 0.770 -0.941 -3.190  -0.219
9 C 1.165 -1.331 -1.760  -0.248
10 N 1.949 -0.279 -1.137  -0.450
11 C 1.301 1.021 -1.219  -0.261
12 H 2.000 1.761 -0.824  0.225
13 H 0.372 1.059 -0.632  0.175
14 C 2.364 -0.610 0.213  -0.205
15 C 1.244 -0.624 1.268  -0.409
16 H 0.370 -1.143 0.868  0.205
17 H 0.940 0.399 1.499  0.201
18 C 1.660 -1.317 2.568  -0.440
19 C 0.480 -1.356 3.495  0.096
20 C 0.259 -0.336 4.412  -0.250
21 C -0.867 -0.339 5.215  -0.203
22 C -1.793 -1.363 5.109  -0.232
23 C -1.583 -2.385 4.198  -0.200
24 C -0.456 -2.378 3.397  -0.253
25 H -0.297 -3.176 2.685  0.209
26 H -2.300 -3.188 4.113  0.210
27 H -2.673 -1.366 5.735  0.212
28 H -1.024 0.460 5.925  0.211
29 H 0.979 0.466 4.497  0.208
30 H 2.490 -0.774 3.024  0.207
31 H 1.996 -2.333 2.345  0.205
32 H 2.833 -1.598 0.172  0.189
33 H 3.130 0.114 0.507  0.193
34 H 1.786 -2.232 -1.798  0.197
35 H 0.257 -1.568 -1.186  0.175
36 H 0.113 -1.706 -3.610  0.196
37 H 1.679 -0.895 -3.800  0.197
38 C -1.313 0.373 -3.072  -0.239
39 C -1.839 -0.044 -1.713  -0.052
40 C -2.047 0.886 -0.700  -0.213
41 C -2.449 0.488 0.563  -0.210
42 C -2.671 -0.851 0.833  -0.216
43 C -2.519 -1.783 -0.180  -0.222
44 C -2.113 -1.381 -1.441  -0.169
45 H -1.998 -2.117 -2.225  0.200
46 H -2.713 -2.828 0.013  0.211
47 H -2.965 -1.164 1.823  0.222
48 H -2.588 1.224 1.342  0.215
49 H -1.897 1.938 -0.901  0.204
50 H -1.662 1.384 -3.295  0.205
51 H -1.741 -0.297 -3.826  0.203
52 H 1.933 1.277 -3.238  0.197
53 H 1.148 4.802 -3.095  0.160
54 H 2.436 3.584 -3.217  0.180
55 H 1.141 4.261 -0.818  0.461

Calculated values
orbital gap	0.3140	Ha
LUMO level	0.73	eV
E_HOMO	-7.819	eV
SMILES string	OCC[C@H]1CN(CCCc2ccccc2)CCN1Cc1ccccc1



ii:
DFT (the ωB97M-V functional and the def2-TZVPD basis) results for C22H30N2O in the gas phase.

Last column: natural (NBO) charge in e.
Geometry (Å):
1 C -4.444 -2.268 -0.628  -0.634
2 H -5.174 -2.910 -1.115  0.212
3 H -4.760 -2.114 0.401  0.200
4 H -3.485 -2.782 -0.627  0.205
5 C -4.344 -0.933 -1.383  -0.017
6 N -3.351 0.000 -0.879  -0.484
7 C -1.989 -0.188 -1.331  -0.212
8 C -1.073 -0.896 -0.329  -0.246
9 N -1.100 -0.151 0.916  -0.466
10 C -2.447 -0.188 1.455  -0.243
11 H -2.742 -1.233 1.666  0.172
12 C -3.486 0.437 0.500  -0.036
13 C -3.582 1.976 0.621  -0.427
14 H -4.484 2.287 0.091  0.211
15 H -3.712 2.218 1.678  0.197
16 C -2.428 2.819 0.070  -0.062
17 O -1.206 2.627 0.724  -0.767
18 H -1.020 1.664 0.721  0.489
19 H -2.330 2.640 -1.011  0.151
20 H -2.678 3.876 0.207  0.178
21 H -4.457 0.081 0.862  0.208
22 H -2.462 0.361 2.400  0.211
23 C -0.117 -0.633 1.880  -0.223
24 C 1.285 -0.465 1.362  -0.055
25 C 2.116 -1.561 1.177  -0.200
26 C 3.404 -1.401 0.702  -0.204
27 C 3.891 -0.136 0.386  -0.070
28 C 3.051 0.962 0.567  -0.202
29 C 1.769 0.802 1.054  -0.154
30 H 1.136 1.664 1.197  0.222
31 H 3.418 1.954 0.346  0.215
32 C 5.259 0.038 -0.125  0.039
33 C 5.518 0.915 -1.175  -0.231
34 C 6.804 1.075 -1.657  -0.193
35 C 7.852 0.365 -1.095  -0.220
36 C 7.606 -0.507 -0.048  -0.204
37 C 6.320 -0.673 0.431  -0.227
38 H 6.136 -1.343 1.259  0.214
39 H 8.420 -1.060 0.397  0.213
40 H 8.857 0.492 -1.471  0.213
41 H 6.990 1.755 -2.476  0.212
42 H 4.702 1.460 -1.626  0.215
43 H 4.032 -2.267 0.553  0.214
44 H 1.753 -2.554 1.407  0.209
45 H -0.239 -0.039 2.791  0.213
46 H -0.297 -1.693 2.136  0.175
47 H -1.394 -1.942 -0.172  0.164
48 H -0.052 -0.905 -0.716  0.220
49 H -1.547 0.793 -1.535  0.195
50 H -2.001 -0.746 -2.269  0.206
51 H -4.042 -1.155 -2.413  0.193
52 C -5.715 -0.255 -1.452  -0.614
53 H -5.621 0.712 -1.937  0.218
54 H -6.402 -0.871 -2.026  0.210
55 H -6.139 -0.107 -0.462  0.198

Calculated values
orbital gap	0.3294	Ha
LUMO level	0.84	eV
E_HOMO	-8.127	eV
SMILES string	CC(C)N1CCN(Cc2ccc(-c3ccccc3)cc2)C[C@H]1CCO



Stability summary: most stable ii, least stable i.